(1)
Entry from OMol25: a molecular structure, C11H8N9ORhSbSe4 at a distorted geometry (ωB97M-V with the def2-TZVPD basis set).

XYZ file:
```
35
Properties=species:S:1:pos:R:3:forces:R:3
Rh 0.23318 0.09174 0.19603 -0.170 0.950 -0.335
N -0.98518 1.06474 -2.80158 0.051 0.003 -0.015
C -1.17154 -0.23467 -2.63045 -0.012 -0.009 0.025
N -1.74668 -0.94732 -3.60601 0.002 -0.004 -0.009
C -1.85954 -2.24749 -3.37477 -0.024 0.003 -0.025
N -2.50080 -2.98997 -4.30278 0.000 0.000 -0.004
N -1.39065 -2.91048 -2.29745 0.033 0.031 0.015
C -0.84585 -2.11864 -1.39572 -0.030 0.014 -0.072
N -0.76733 -0.79539 -1.46216 0.014 -0.065 0.023
C -0.17908 -2.72402 -0.21825 0.033 -0.093 0.123
C -0.11321 -4.09300 -0.03163 -0.043 0.083 -0.046
C 0.61830 -4.58270 1.03595 0.057 -0.020 0.075
C 1.27300 -3.69173 1.87018 -0.021 -0.058 -0.023
C 1.16364 -2.33407 1.62810 -0.051 0.014 -0.042
N 0.43137 -1.86389 0.61616 0.163 -0.023 0.140
H -1.18434 1.45241 -3.70616 -0.015 0.010 0.006
H -0.45774 1.60888 -2.12398 -0.029 -0.012 -0.006
H -2.71948 -2.56035 -5.18290 -0.002 0.003 0.001
H -2.44819 -3.98903 -4.23148 0.004 -0.001 0.008
H -0.62072 -4.73645 -0.73463 0.000 0.005 -0.003
H 0.69169 -5.64905 1.20391 -0.003 0.002 0.003
H 1.87674 -4.03180 2.69941 -0.006 -0.007 -0.003
H 1.66666 -1.58389 2.22411 0.017 0.002 0.007
Se 2.33117 -0.02935 -0.96738 0.077 0.060 -0.123
Sb 2.86629 2.24560 0.16325 0.819 -0.018 -0.225
Se 1.50969 1.16054 2.00509 -0.543 -0.158 0.129
Se 2.12049 3.95562 -1.36121 -0.168 -0.157 0.190
Se 5.10792 2.38539 1.01861 -0.121 -0.021 -0.082
O -0.43640 2.07374 -0.16249 0.021 -0.370 0.012
N -1.46222 1.64539 0.48601 -0.040 -0.235 0.555
C -2.18987 2.47021 1.17484 -0.026 0.069 -0.315
C -1.96613 3.88565 1.21230 0.158 0.029 -0.029
N -1.78575 5.01945 1.24783 -0.095 0.002 0.014
C -3.29741 1.91123 1.88873 -0.067 -0.049 0.030
N -4.19345 1.46754 2.45595 0.016 0.020 0.003
```
Positions in Å, forces in eV/Å.

Summary:
- Kohn-Sham gap: 5.17 eV
- E: -10948.732351 a.u.
- HOMO energy: -4.17 eV
- ΔE to the lowest compared entry with this formula, charge and spin: 24.46 kJ/mol
- Net charge: -1

These are the Löwdin partial charges, in e, on atoms 1 to 4: Rh 0.460; N 0.218; C -0.417; N 0.179

---

(2)
Entry from OMol25: a molecular structure, C11H8NO5V at a distorted geometry (ωB97M-V with the def2-TZVPD basis set).

XYZ file:
```
26
Properties=species:S:1:pos:R:3:forces:R:3
O -2.03512 3.40126 -3.92694 1.640 -2.574 3.324
C -1.61322 2.73719 -3.08543 -1.624 2.328 -3.297
V -0.74793 1.57050 -1.47832 0.295 0.903 0.876
O -1.66601 -1.12933 -2.98657 1.187 4.380 2.013
C -1.37815 -0.12116 -2.49965 -1.485 -5.383 -2.568
C 0.04349 2.75655 -0.08115 2.162 -0.053 4.295
O 0.53947 3.18499 0.88744 -2.033 -0.883 -4.041
C -2.36387 1.62939 -0.33025 -5.860 1.030 4.794
O -3.22707 1.75538 0.43802 3.923 -0.701 -3.568
C 1.03436 1.46988 -2.33074 7.126 0.447 -3.030
O 2.12124 1.51177 -2.74356 -5.072 -0.338 1.863
H -0.56920 3.20977 -1.23085 -0.188 0.950 -0.435
C 1.36319 -3.00428 2.63039 0.250 0.085 0.005
C 0.87771 -1.92226 1.70745 0.082 -0.234 0.170
C -0.46161 -1.87263 1.31510 -0.588 0.475 -0.586
C -0.89090 -0.89545 0.41600 0.563 -0.732 0.794
N -0.04042 0.03738 -0.05492 -0.474 0.626 -0.847
C 1.24490 0.03459 0.33705 0.280 -0.881 0.694
C 1.73675 -0.94025 1.20509 -0.125 0.532 -0.429
H 0.84308 -2.95935 3.59691 0.084 0.022 -0.247
H 1.17503 -3.99837 2.20039 0.007 0.287 0.075
H 2.43963 -2.89710 2.80521 -0.283 -0.108 0.025
H -1.18550 -2.59510 1.69170 0.212 0.146 -0.107
H -1.92892 -0.86395 0.08211 0.287 -0.059 0.103
H 1.89915 0.81688 -0.04434 -0.120 -0.234 0.157
H 2.78990 -0.91630 1.47987 -0.248 -0.032 -0.034
```
Positions in Å, forces in eV/Å.

Summary:
- Kohn-Sham gap (alpha / beta): 8.36 / 6.29 eV
- Spin multiplicity: 3
- E: -1798.261210 a.u.
- HOMO energy (alpha / beta): -17.26 / -17.26 eV
- ΔE to the lowest compared entry with this formula, charge and spin: 0.00 kJ/mol
- Net charge: +2

These are the Löwdin partial charges, in e, on atoms 1 to 4: O 0.242; C 0.042; V 0.255; O 0.250

---

(3)
Entry from OMol25: a molecular structure, C11H9AgF6N6O4S2Se (ωB97M-V with the def2-TZVPD basis set).

XYZ file:
```
40
Properties=species:S:1:pos:R:3:forces:R:3
Ag -0.30667 -0.63857 -0.56870 0.052 -0.488 -0.031
F 2.42085 2.19705 -3.74811 -0.088 0.081 0.020
C 1.26968 2.77326 -3.42493 0.021 -0.078 -0.082
F 1.51409 3.90695 -2.77082 -0.023 -0.050 -0.047
F 0.60640 3.06013 -4.54643 0.051 -0.036 0.072
S 0.21780 1.64229 -2.38203 -0.060 0.220 -0.031
O 0.57982 0.30415 -2.79079 0.014 -0.135 -0.032
O -1.12698 2.07871 -2.60189 -0.017 0.044 -0.027
N 0.58804 1.92790 -0.87742 0.117 0.189 0.061
S 1.95297 1.50944 -0.19542 -0.032 0.096 0.052
O 3.06896 1.34840 -1.07809 0.048 -0.029 -0.025
O 1.71290 0.49690 0.80681 -0.002 -0.099 0.020
C 2.29185 3.03710 0.78118 0.014 -0.056 0.054
F 2.46274 4.08350 -0.01966 -0.011 -0.049 0.051
F 3.40866 2.84766 1.48926 -0.100 0.029 -0.052
F 1.28882 3.29022 1.62241 0.078 0.001 -0.053
Se 3.49183 -2.36572 -0.95620 -0.252 -0.036 0.157
N 3.69337 -3.15855 0.61739 0.030 0.034 -0.138
C 2.48142 -3.34932 1.10244 0.064 0.062 -0.069
C 2.16936 -3.89860 2.38333 0.050 0.010 -0.026
C 0.86566 -3.93735 2.73932 -0.089 0.035 -0.054
C -0.14486 -3.44404 1.84155 0.061 -0.113 0.060
N 0.08088 -2.96597 0.65777 -0.009 0.128 0.060
C 1.39583 -2.90538 0.27127 -0.114 -0.058 0.120
N 1.71774 -2.36353 -0.88365 0.209 0.190 -0.035
H 2.96991 -4.23907 3.02573 -0.020 -0.011 0.021
H 0.55058 -4.32255 3.69905 0.033 -0.012 0.009
H -1.18010 -3.47267 2.16695 -0.013 0.018 -0.036
C -3.71468 -0.00698 -1.47075 -0.028 -0.011 -0.029
C -3.29598 0.31724 -0.08307 -0.003 0.080 -0.035
N -2.14701 0.00915 0.47589 0.008 0.099 -0.006
C -2.14372 0.57465 1.73417 -0.043 -0.041 0.016
C -3.32032 1.21521 1.94164 0.007 0.027 0.009
N -4.04161 1.04276 0.78039 0.004 -0.037 -0.010
H -3.00603 -0.70699 -1.90825 0.011 0.002 0.012
H -3.71762 0.89234 -2.08800 0.029 -0.005 -0.002
H -4.70788 -0.45693 -1.49400 -0.003 0.008 0.008
H -1.29234 0.48961 2.38722 -0.003 -0.005 0.003
H -3.70135 1.76994 2.77948 0.006 0.000 0.003
H -4.95298 1.41769 0.58492 0.001 -0.001 0.009
```
Positions in Å, forces in eV/Å.

Summary:
- Kohn-Sham gap: 8.10 eV
- E: -4998.040076 a.u.
- HOMO energy: -9.42 eV
- ΔE to the lowest compared entry with this formula, charge and spin: 46.34 kJ/mol
- Net charge: 0

These are the Löwdin partial charges, in e, on atoms 1 to 4: Ag 0.757; F 0.145; C -0.670; F 0.139

---

(4)
Entry from OMol25: a molecular structure, C11H9AsBaBrNO7S (ωB97M-V with the def2-TZVPD basis set).

XYZ file:
```
32
Properties=species:S:1:pos:R:3:forces:R:3
Ba 0.09130 -0.11592 -1.62761 -0.137 -0.105 0.075
O 1.51239 1.75483 -0.08277 0.028 -0.120 -0.032
As 3.03503 0.81004 -0.38799 -0.041 0.049 -0.139
O 4.27211 1.86174 -0.40304 -0.008 -0.006 0.014
O 2.50575 0.03293 -1.77142 0.172 0.019 0.163
C 3.23502 -0.42450 1.10654 0.014 0.008 -0.014
C 4.46894 -0.22715 1.71777 0.011 -0.012 0.016
C 4.88467 -1.01919 2.78089 0.014 0.020 -0.008
C 4.06071 -2.02265 3.24607 -0.018 -0.019 0.007
C 2.82042 -2.22726 2.65503 0.033 -0.014 0.034
C 2.39790 -1.44403 1.59280 0.007 -0.013 0.013
S 0.75951 -1.84360 0.98503 -0.054 -0.001 -0.026
O 0.20486 -2.81203 1.88606 0.014 -0.003 0.019
O 0.92135 -2.32013 -0.40177 -0.037 0.070 -0.067
O 0.02654 -0.55943 0.94316 -0.006 0.022 -0.071
H 1.75484 2.61826 0.26700 0.004 0.053 0.033
H 5.10305 0.56518 1.34006 0.004 -0.002 0.002
H 5.85103 -0.84306 3.23466 0.004 -0.001 0.003
H 4.36675 -2.65110 4.07213 0.010 0.004 0.005
H 2.15979 -2.99918 3.02164 -0.013 0.007 -0.013
O -6.59868 2.16040 -2.06269 0.023 0.002 -0.010
C -5.40057 1.55459 -2.02667 -0.013 -0.034 0.026
C -5.17615 0.33708 -1.38510 0.010 0.038 -0.024
C -3.90307 -0.18942 -1.40878 -0.003 0.013 -0.004
N -2.86868 0.40289 -2.01922 0.022 0.078 -0.009
C -3.11922 1.55601 -2.61523 0.016 -0.029 0.007
Br -1.62083 2.38728 -3.45688 -0.101 0.014 -0.005
C -4.34065 2.19133 -2.66483 0.029 -0.039 0.008
H -7.25653 1.64317 -1.58405 -0.004 -0.005 0.004
H -5.97349 -0.18554 -0.87321 -0.002 0.005 -0.003
H -3.69226 -1.12853 -0.91234 0.016 0.000 0.003
H -4.48182 3.13698 -3.16525 0.006 -0.001 -0.003
```
Positions in Å, forces in eV/Å.

Summary:
- Kohn-Sham gap: 8.89 eV
- E: -6239.610861 a.u.
- HOMO energy: -9.22 eV
- ΔE to the lowest compared entry with this formula, charge and spin: 16.15 kJ/mol
- Net charge: 0

These are the Löwdin partial charges, in e, on atoms 1 to 4: Ba 1.925; O -0.402; As 0.835; O -0.456

---

(5)
Entry from OMol25: a molecular structure, C11H9BO2PbSe2Te2 (ωB97M-V with the def2-TZVPD basis set).

XYZ file:
```
28
Properties=species:S:1:pos:R:3:forces:R:3
Pb 0.39621 0.51926 0.08801 -0.102 -0.018 -0.022
C 0.17392 -0.86092 -2.39368 -0.006 -0.040 -0.052
C 1.39638 -1.16671 -1.75903 0.004 0.023 0.016
C 2.18283 0.01804 -1.73183 0.006 -0.026 0.081
C 1.42665 1.04917 -2.34642 -0.031 0.025 0.068
C 0.19037 0.49637 -2.75189 0.027 0.086 0.034
H -0.64107 -1.54722 -2.56865 0.016 -0.024 -0.004
H 1.70095 -2.13663 -1.39557 0.007 -0.008 -0.015
H 3.19718 0.10192 -1.37149 0.008 -0.017 -0.013
H 1.76044 2.06344 -2.50502 -0.007 -0.001 -0.030
H -0.60963 1.03490 -3.23678 0.013 -0.015 -0.041
Se 0.55439 -2.53867 1.84957 0.098 0.057 0.042
Te -0.62562 -1.62973 3.89089 -0.036 -0.014 0.012
Te -1.09851 0.91737 3.09194 0.022 -0.050 0.044
Se 1.22040 1.64317 2.58604 0.074 0.025 -0.087
O -2.21484 -2.31429 0.78489 0.044 0.029 0.000
B -0.94445 -2.84174 0.64982 -0.161 -0.056 -0.011
O -0.81009 -3.58637 -0.50961 0.048 0.054 -0.013
C -2.03792 -3.48877 -1.13179 -0.037 -0.023 0.010
C -2.43672 -4.02544 -2.33294 0.004 0.006 -0.006
C -3.74867 -3.75932 -2.72363 0.001 0.001 0.012
C -4.60088 -2.99323 -1.93532 0.006 -0.006 -0.003
C -4.18205 -2.45571 -0.71916 -0.005 0.013 -0.005
C -2.88655 -2.72448 -0.34828 0.006 -0.015 -0.013
H -1.76376 -4.61681 -2.93788 -0.002 -0.007 0.003
H -4.11120 -4.15944 -3.66064 0.004 0.002 -0.005
H -5.61164 -2.80874 -2.27290 -0.002 -0.001 -0.001
H -4.83296 -1.85649 -0.09816 -0.002 -0.004 0.000
```
Positions in Å, forces in eV/Å.

Summary:
- Kohn-Sham gap: 7.10 eV
- E: -6131.797064 a.u.
- HOMO energy: -7.73 eV
- Net charge: 0

These are the Löwdin partial charges, in e, on atoms 1 to 4: Pb 1.024; C -0.208; C -0.242; C -0.272

---

(6)
Entry from OMol25: a molecular structure, C11H9CsF6N5O5S3 at a distorted geometry (ωB97M-V with the def2-TZVPD basis set).

XYZ file:
```
40
Properties=species:S:1:pos:R:3:forces:R:3
Cs -0.28277 0.85628 -2.41381 0.395 0.560 0.220
F -2.20636 4.41092 0.59243 -0.212 -2.307 -0.317
C -2.19364 3.05371 0.26806 -0.310 1.204 -0.231
F -1.07257 2.51000 0.69457 -0.079 0.529 -0.065
F -2.24324 2.97571 -1.08700 0.162 0.078 0.464
S -3.60804 2.03067 0.96910 0.096 0.978 -0.009
O -3.42666 2.26322 2.38655 -1.270 0.456 -0.823
O -4.79710 2.37555 0.17189 1.945 -0.842 1.745
N -2.94027 0.59071 0.79447 -0.746 -0.967 -1.340
S -3.10180 -0.45624 -0.37460 2.166 -0.971 0.795
O -3.90492 -0.14782 -1.51416 -0.322 0.252 -0.130
O -1.77527 -1.04727 -0.66681 -1.262 0.594 0.382
C -3.94822 -1.91264 0.45772 0.609 0.143 0.062
F -3.84059 -3.01501 -0.36304 -0.741 1.269 0.900
F -5.21156 -1.50399 0.61662 0.232 -1.091 0.124
F -3.41930 -2.28184 1.66049 -0.671 0.546 -1.330
O 1.35379 2.32919 -0.45581 -0.233 -0.502 0.061
N 2.31905 3.20017 -0.38338 -1.101 -0.347 -1.701
C 3.22707 3.02491 0.58553 0.594 1.070 -0.400
C 4.32472 3.86266 0.64133 -0.055 0.129 0.440
C 4.35328 5.00078 -0.18992 -0.989 -0.799 -0.221
C 3.37992 5.15383 -1.16194 -0.160 0.496 -2.133
C 2.40763 4.14518 -1.42822 0.704 0.179 1.337
S 1.43432 4.06038 -2.82363 0.085 -0.048 0.310
H 2.96225 2.23797 1.27523 0.283 -0.126 -0.113
H 5.10649 3.60260 1.35406 -0.181 0.451 -0.067
H 5.07383 5.77166 -0.09668 0.837 0.372 0.180
H 3.40280 5.97139 -1.99069 0.123 -1.346 1.917
N -1.22139 -4.12684 -0.20568 -1.365 -1.079 -0.233
C 0.00086 -4.63003 0.03453 0.437 -1.771 0.671
C 1.06510 -3.81287 0.39009 1.567 0.232 -0.442
N 2.31316 -4.27053 0.57298 -1.429 -1.163 -0.176
C 2.43336 -5.60870 0.49547 0.148 -0.683 0.393
C 1.35217 -6.50786 0.23924 1.275 3.181 -0.151
N 0.17473 -5.97007 -0.01821 -1.038 -0.231 -0.157
H -1.31843 -3.14563 -0.12606 -0.397 0.932 -0.007
H -2.07920 -4.70886 -0.14512 1.399 0.688 -0.123
H 0.96971 -2.74568 0.40118 -0.275 0.485 0.179
H 3.43501 -5.97115 0.71316 -0.121 -0.188 -0.167
H 1.50205 -7.56444 0.13003 -0.099 -0.366 0.156
```
Positions in Å, forces in eV/Å.

Summary:
- Kohn-Sham gap: 6.18 eV
- E: -2888.495046 a.u.
- HOMO energy: -4.37 eV
- ΔE to the lowest compared entry with this formula, charge and spin: 0.00 kJ/mol
- Net charge: -1

These are the Löwdin partial charges, in e, on atoms 1 to 4: Cs 1.018; F 0.092; C -0.608; F 0.120